No. 1
28
Properties=species:S:1:pos:R:3:forces:R:3:mulliken_charge:R:1 method="wB97M-V/def2-TZVPD" e_homo_ev=-8.766 orbital_gap_ev=9.18
Li 6.1980 2.4151 -20.8073 -5.0 -8.6 -7.8 0.80
Li 6.9721 3.9131 -19.9572 3.7 0.5 1.4 0.56
O 6.6676 2.5980 -19.5998 2.1 -8.1 16.3 -0.90
H 6.4692 2.4918 -18.6490 0.7 -0.6 -0.9 0.19
O 6.4449 3.7328 -21.1786 -2.0 7.0 -15.4 -0.91
H 6.7191 3.8453 -22.1095 -0.6 0.5 0.6 0.18
C 5.0291 4.2099 -18.2067 0.0 1.2 0.2 -1.41
C 5.8589 5.4556 -18.6313 -0.4 -1.9 -0.7 -0.39
N 7.2096 5.0936 -19.1566 0.3 7.0 6.5 -0.02
C 8.1145 4.7457 -17.9906 0.6 0.2 -1.9 -0.40
C 9.3598 3.9765 -18.5224 -0.1 -0.5 0.1 -1.26
C 7.6888 6.1894 -19.9977 0.3 -0.1 1.7 -0.51
C 6.8269 6.5784 -21.1766 0.4 1.1 -0.7 -1.33
H 4.0902 4.6365 -17.8536 -0.2 -0.3 0.2 0.46
H 5.4814 3.6228 -17.4074 -0.1 0.0 0.0 0.24
H 4.8681 3.6126 -19.1041 -0.3 0.0 0.5 0.37
H 5.2403 5.7251 -19.4874 0.4 1.0 0.0 0.28
H 5.8585 6.2126 -17.8470 0.2 0.3 0.0 0.45
H 8.4389 5.6467 -17.4699 0.0 0.3 0.1 0.41
H 7.5434 4.1480 -17.2802 0.1 -0.1 -0.2 0.31
H 9.0948 3.0914 -19.1007 -0.5 0.0 0.1 0.30
H 10.0316 4.5097 -19.1952 -0.2 0.6 0.2 0.35
H 9.9954 3.5857 -17.7278 -0.1 0.2 0.3 0.41
H 8.7227 5.9162 -20.2086 -0.1 0.2 -0.7 0.44
H 7.7317 7.0464 -19.3255 0.4 0.6 0.0 0.35
H 6.1987 7.4486 -20.9858 -0.3 -0.2 0.6 0.37
H 6.2251 5.8106 -21.6628 0.5 0.1 0.2 0.26
H 7.5415 7.0500 -21.8512 0.0 -0.4 -0.7 0.40


No. 2
104
Properties=species:S:1:pos:R:3:forces:R:3:mulliken_charge:R:1 method="wB97M-V/def2-TZVPD" multiplicity=2 e_homo_ev="-6.298 / -7.180" s2=0.92 orbital_gap_ev="5.41 / 5.49"
Ir 0.1474 -0.0174 0.0543 -0.2 0.2 -0.3 1.75
C 3.1282 7.0439 0.8329 0.0 0.0 0.0 -0.38
C 3.5354 6.2130 -0.2013 0.0 0.0 0.0 -0.86
C 2.9932 4.9426 -0.3276 0.0 0.0 0.0 0.05
C 2.0473 4.4850 0.5855 0.0 0.1 0.0 -0.37
C 1.6431 5.3246 1.6203 0.0 0.0 0.0 0.06
C 2.1780 6.5982 1.7409 0.0 0.0 0.0 -0.95
C 1.4637 3.1229 0.4445 0.0 0.0 0.0 1.02
C 1.7209 2.2038 1.4633 0.0 0.0 0.0 0.26
C 2.4869 2.4407 2.6301 0.0 0.0 0.0 -1.63
C 2.3250 1.3501 3.4489 0.0 0.0 0.0 -1.43
C 1.4729 0.4481 2.7759 -0.1 0.1 0.0 0.37
N 1.1338 0.9457 1.5698 0.1 -0.1 0.0 0.05
C 0.9202 -0.8316 3.3860 -0.1 -0.1 0.0 4.73
C 0.7391 -1.9510 2.3797 0.1 0.0 0.0 -0.20
C 0.7626 -3.3275 2.7140 -0.1 0.0 -0.1 -0.93
C 0.4269 -4.0175 1.5815 0.0 0.0 0.0 -1.92
C 0.2022 -3.0572 0.5580 0.0 0.0 0.0 0.46
C -0.2398 -3.3404 -0.7295 0.0 0.0 0.0 0.77
C -0.4099 -4.7817 -1.0763 0.1 0.0 0.0 -0.52
C 0.7082 -5.5862 -1.2778 0.0 0.0 0.0 0.08
C 0.5584 -6.9290 -1.5922 0.0 0.0 0.0 -0.87
C -0.7099 -7.4812 -1.6991 0.0 0.0 0.0 -0.37
C -1.8279 -6.6846 -1.4959 0.0 0.0 0.0 -0.92
C -1.6788 -5.3400 -1.1889 0.0 0.0 0.0 0.20
C -0.5932 -2.4059 -1.7061 0.0 0.0 0.1 0.59
N -0.5352 -1.0479 -1.5567 0.1 0.0 0.0 0.05
C -1.1077 -0.4911 -2.6520 0.0 0.1 -0.1 0.67
C -1.2445 0.8888 -2.9009 0.0 -0.1 0.0 1.54
C -2.0382 1.2786 -4.0963 -0.1 0.0 0.0 -0.78
C -3.4105 1.0335 -4.1157 0.0 0.0 0.0 -0.01
C -4.1710 1.3728 -5.2240 0.0 0.0 0.0 -0.86
C -3.5684 1.9557 -6.3303 0.0 0.0 0.0 -0.40
C -2.2029 2.2014 -6.3200 0.0 0.0 0.0 -0.85
C -1.4425 1.8653 -5.2092 0.0 0.0 0.0 -0.03
C -0.6361 1.8970 -2.1491 0.0 0.0 0.1 0.69
C -0.6228 3.2980 -2.4749 0.0 0.0 0.0 -1.59
C 0.1902 3.9079 -1.5784 0.0 0.0 0.0 -1.06
C 0.6519 2.8984 -0.6672 0.0 0.0 0.0 0.10
N 0.1143 1.6949 -1.0301 0.0 -0.1 0.0 -0.26
C -1.5087 -1.5294 -3.5585 0.0 0.0 0.0 -1.46
C -1.1729 -2.7113 -2.9802 0.0 0.0 0.0 -1.45
N 0.4123 -1.7867 1.0907 -0.1 0.0 0.0 -0.31
C 1.9386 -1.2536 4.4515 0.0 0.0 0.0 -0.84
C 3.0688 -1.9679 4.0549 0.0 0.0 0.0 -0.40
C 4.0766 -2.2763 4.9532 0.0 0.0 0.0 -1.06
C 3.9831 -1.8632 6.2750 0.0 0.0 0.0 -0.59
C 2.8814 -1.1263 6.6755 0.0 0.0 0.0 -1.02
C 1.8723 -0.8188 5.7705 0.0 0.0 0.0 -0.12
H 3.5483 8.0366 0.9295 0.0 0.0 0.0 0.39
H 4.2765 6.5538 -0.9127 0.0 0.0 0.0 0.39
H 3.3061 4.2930 -1.1359 0.0 0.0 0.0 0.45
H 0.8988 4.9746 2.3251 0.0 0.0 0.0 0.48
H 1.8507 7.2439 2.5456 0.0 0.0 0.0 0.40
H 3.0780 3.3206 2.8210 0.0 0.0 0.0 0.58
H 2.7707 1.1915 4.4152 0.0 0.0 0.0 0.60
H 1.0193 -3.7313 3.6788 0.0 0.0 0.0 0.80
H 0.3396 -5.0843 1.4612 0.0 0.0 0.0 0.47
H 1.6960 -5.1514 -1.1888 0.0 0.0 0.0 0.46
H 1.4342 -7.5446 -1.7519 0.0 0.0 0.0 0.38
H -0.8272 -8.5296 -1.9405 0.0 0.0 0.0 0.39
H -2.8198 -7.1105 -1.5740 0.0 0.0 0.0 0.39
H -2.5487 -4.7152 -1.0272 0.0 0.0 0.0 0.50
H -3.8740 0.5752 -3.2502 0.0 0.0 0.0 0.50
H -5.2361 1.1800 -5.2243 0.0 0.0 0.0 0.40
H -4.1606 2.2171 -7.1976 0.0 0.0 0.0 0.39
H -1.7253 2.6506 -7.1812 0.0 0.0 0.0 0.39
H -0.3745 2.0467 -5.2059 0.0 0.0 0.0 0.49
H -1.1523 3.7525 -3.2952 0.0 0.0 0.0 0.60
H 0.4426 4.9541 -1.5252 0.0 0.0 0.0 0.56
H -1.9650 -1.3712 -4.5210 0.0 0.0 0.0 0.52
H -1.3054 -3.7020 -3.3814 0.0 0.0 0.0 0.51
H 3.1662 -2.2855 3.0241 0.0 0.0 0.0 0.45
H 4.9399 -2.8361 4.6166 0.0 0.0 0.0 0.42
H 4.7663 -2.1056 6.9815 0.0 0.0 0.0 0.42
H 2.8004 -0.7773 7.6971 0.0 0.0 0.0 0.46
H 1.0433 -0.2164 6.1085 0.0 0.0 0.0 0.51
C -1.3065 -0.0401 2.9284 -0.6 0.0 -0.2 0.22
C -0.5575 -0.5362 3.8960 0.1 0.0 -0.1 -0.11
C -1.0941 -0.8949 5.2292 0.0 0.0 0.0 -0.80
C -1.0817 -2.2107 5.6883 0.0 0.0 0.0 0.23
C -1.6138 -2.5304 6.9273 0.0 0.0 0.0 -0.97
C -2.1743 -1.5407 7.7239 0.0 0.0 0.0 -0.42
C -2.2084 -0.2311 7.2678 0.0 0.0 0.0 -0.94
C -1.6725 0.0889 6.0287 0.0 0.0 0.0 0.02
H -0.6548 -2.9865 5.0663 0.0 0.0 0.0 0.51
H -1.5952 -3.5564 7.2721 0.0 0.0 0.0 0.42
H -2.5878 -1.7908 8.6923 0.0 0.0 0.0 0.40
H -2.6496 0.5450 7.8803 0.0 0.0 0.0 0.38
H -1.6837 1.1127 5.6737 0.0 0.0 0.0 0.50
C -3.9637 1.1038 0.5315 -0.1 0.0 0.1 -2.01
C -2.5855 1.0183 1.1792 -0.1 0.1 -0.2 1.64
C -2.7092 0.3296 2.5757 0.1 0.0 0.1 -1.02
C -1.9971 2.4155 1.3511 0.0 0.0 0.0 -1.56
O -1.8493 0.2367 0.2309 0.1 -0.2 0.2 -0.59
H -4.6652 1.6121 1.1983 0.0 0.0 0.0 0.35
H -4.3382 0.1004 0.3265 0.0 0.0 0.0 0.45
H -3.9081 1.6554 -0.4076 0.0 0.0 0.0 0.35
H -3.3246 -0.5716 2.4840 0.0 0.0 0.0 0.36
H -3.2070 0.9984 3.2818 0.0 0.0 0.0 0.30
H -0.8309 0.0316 1.9794 0.6 0.0 0.4 -1.03
H -2.6315 3.0280 1.9962 0.0 0.0 0.0 0.47
H -1.9081 2.9049 0.3805 0.0 0.0 0.0 0.31
H -1.0061 2.3639 1.8045 0.0 0.0 0.0 0.26


It is found that the ΔE to the lowest compared entry with this formula, charge and spin values, taken in the order of the records, are 217.0 0.5 kcal/mol.